Entry 1:
Entry from the OMol25 dataset: CH2Br2S as an isolated structure (wB97M-V/def2-TZVPD).

Its HOMO-LUMO gap (spin up / spin down) is 9.004 / 7.831 eV. As for the multiplicity: 1. The LUMO energy (spin up / spin down) comes out at -0.9 / -0.3 eV.

Atoms and positions in Å:
1 Br 1.6872 0.8919 -0.7864
2 H 0.0768 -2.3540 -0.0275
3 S -0.7329 0.7108 1.0657
4 H 0.4059 0.3224 1.9304
5 C 0.0003 0.2555 -0.4665
6 Br -1.4373 0.1734 -1.7157

Entry 2:
Entry from the OMol25 dataset: an isolated molecule of C4H6F2 (wB97M-V/def2-TZVPD).

Its HOMO-LUMO gap is 10.565 eV. As for the multiplicity: 1. The LUMO energy comes out at 1.1 eV.

Atoms and positions in Å:
1 F -3.0367 -0.5828 -0.2189
2 C 1.4596 0.0037 -0.5570
3 H 1.7139 -1.0277 -0.6147
4 H 0.9051 -0.0367 1.5372
5 C 0.4693 0.2887 0.5636
6 C -0.7356 -0.5524 0.3005
7 H -0.6514 -1.6229 0.4167
8 H 1.1446 0.3270 -1.5335
9 H 0.2673 1.3614 0.5587
10 H 2.3759 0.4764 -0.3403
11 F -2.0322 1.3462 -0.1007
12 C -1.8799 0.0189 -0.0115

Values of maximum force, in order: 0.05211 0.02969, all in hartree/bohr.
Values of energy above the lowest of the compared OMol25 structures with the same formula, charge and spin, in order: 412.1 28.6, all in kJ/mol.